DFT (wB97M-V/def2-TZVPD) results for a 2-piece molecular cluster, C7H11N2O2 overall.

Structure (ORCA input):
```
! RIJCOSX wB97M-V def2-TZVPD def2/J DEFGRID3
* xyz -2 2
C 2.39 2.48 -0.41
C 3.07 1.30 -1.22
O 3.31 1.62 -2.41
O 3.36 0.29 -0.56
H 3.07 3.33 -0.44
H 2.20 2.12 0.61
H 1.53 2.87 -0.97
C -1.71 0.44 0.36
C -2.51 0.27 -0.96
C -0.99 -0.79 0.81
C -1.51 -1.98 1.35
C 0.73 -2.15 0.94
N 0.35 -0.92 0.63
N -0.43 -2.89 1.29
H -0.90 1.08 -0.01
H -2.34 0.83 1.15
H -3.50 -0.15 -0.73
H -2.53 -2.25 1.59
H 1.46 -2.78 0.41
H -0.50 -3.80 1.71
H -1.94 -0.20 -1.77
H -2.62 1.28 -1.36
*
```

The value obtained for the energy relative to the best compared isomer or geometry (same formula, charge and spin) is 122.7 kJ/mol. For the HOMO energy (alpha / beta), the calculation gives 3.234 / -1.481 eV. The LUMO energy (alpha / beta) is 6.097 / 6.006 eV. The value obtained for the frontier orbital gap (alpha / beta) is 2.86 / 7.49 eV. Its expectation value of S² is 0.7510.



DFT (wB97M-V/def2-TZVPD) results for one molecule with the formula C7H11N3.

Structure (ORCA input):
```
! RIJCOSX wB97M-V def2-TZVPD def2/J DEFGRID3
* xyz 0 1
C -2.12 0.10 -1.73
N -1.05 -0.24 -0.83
C -1.04 -1.39 -0.14
C 0.04 -1.52 0.77
N 0.19 -2.65 1.61
C 0.90 -0.48 0.66
C 0.10 0.46 -0.76
C 0.50 1.84 -0.36
C 1.85 1.63 0.37
N 1.79 0.41 1.19
H -2.43 1.14 -1.57
H -1.81 0.00 -2.77
H -2.97 -0.55 -1.55
H -1.80 -2.14 -0.31
H -0.70 -3.08 1.82
H 0.68 -2.42 2.47
H 0.66 2.51 -1.21
H -0.23 2.30 0.32
H 2.64 1.54 -0.39
H 2.09 2.48 1.01
H 2.72 0.06 1.41
*
```

The value obtained for the energy relative to the best compared isomer or geometry (same formula, charge and spin) is 254.8 kJ/mol. For the HOMO energy, the calculation gives -6.427 eV. The LUMO energy is 0.997 eV. As for the SMILES: Cn1cc(N)c2c1CCN2. The value obtained for the frontier orbital gap is 7.42 eV.



DFT (wB97M-V/def2-TZVPD) results for one molecule with the formula C7H11N3.

Structure (ORCA input):
```
! RIJCOSX wB97M-V def2-TZVPD def2/J DEFGRID3
* xyz 0 1
C 3.11 -0.94 -0.95
N 2.28 0.03 -0.13
C 2.97 0.89 0.56
N 3.71 1.69 1.00
C 1.06 -0.50 0.38
C -0.06 0.18 0.16
C -1.53 -0.42 0.51
C -2.52 0.59 -0.08
C -1.59 1.64 -0.80
N -0.25 1.47 -0.31
H 4.08 -0.74 -0.60
H 2.90 -1.96 -0.81
H 2.85 -0.81 -2.08
H 1.13 -1.50 0.77
H -1.65 -1.46 0.14
H -1.79 -0.67 1.53
H -3.14 0.12 -0.79
H -3.03 1.02 0.76
H -1.58 1.56 -1.87
H -2.06 2.68 -0.55
H 0.51 2.08 -0.50
*
```

The value obtained for the energy relative to the best compared isomer or geometry (same formula, charge and spin) is 128.5 kJ/mol. For the HOMO energy, the calculation gives -8.082 eV. The LUMO energy is 0.803 eV. As for the SMILES: CN(C#N)/C=C1/CCCN1. The value obtained for the frontier orbital gap is 8.88 eV.



DFT (wB97M-V/def2-TZVPD) results for a 2-piece molecular cluster, C7H11N3O overall.

Structure (ORCA input):
```
! RIJCOSX wB97M-V def2-TZVPD def2/J DEFGRID3
* xyz 0 1
C 1.23 -1.08 3.28
C 1.69 -1.11 2.00
N 1.07 -1.62 0.81
C -0.13 -2.24 0.59
N -0.11 -2.60 -0.71
C 1.04 -2.10 -1.19
N 1.71 -1.38 -0.33
H 0.34 -1.71 3.58
H 1.78 -0.52 4.03
H 2.62 -0.55 1.77
H -0.59 -2.59 1.45
H 1.25 -2.16 -2.19
C -1.81 2.03 -2.58
C -0.91 2.24 -1.42
C -0.93 1.37 -0.39
O -0.21 1.63 0.79
H -1.37 2.63 -3.38
H -2.79 2.35 -2.37
H -1.84 1.04 -2.90
H -0.35 3.15 -1.22
H -1.83 0.70 -0.28
H 0.15 2.51 0.66
*
```

The value obtained for the energy relative to the best compared isomer or geometry (same formula, charge and spin) is 337.5 kJ/mol. For the HOMO energy, the calculation gives -8.715 eV. The LUMO energy is 0.735 eV. As for the SMILES: C=Cn1cncn1.C/C=C/O. The value obtained for the frontier orbital gap is 9.45 eV.



DFT (wB97M-V/def2-TZVPD) results for one molecule with the formula C7H11N3O.

Structure (ORCA input):
```
! RIJCOSX wB97M-V def2-TZVPD def2/J DEFGRID3
* xyz 0 1
C 0.46 0.34 -1.78
C 0.75 0.38 -0.33
C 2.17 0.02 0.08
C -0.19 -0.52 0.46
C -0.39 -0.15 1.97
O -0.15 -1.84 0.10
C -1.84 -0.06 -0.24
C -2.10 1.28 -0.18
N -2.27 2.39 0.06
N -2.58 -1.10 -0.97
N -2.91 -1.02 0.18
H 1.48 0.51 -2.39
H -0.28 1.04 -2.22
H 0.03 -0.72 -1.99
H 0.50 1.45 0.07
H 2.66 -0.82 -0.47
H 2.12 -0.06 1.11
H 2.83 0.94 -0.24
H 0.03 0.87 2.01
H 0.34 -0.65 2.67
H -1.43 -0.25 2.31
H 0.75 -2.02 -0.20
*
```

The value obtained for the energy relative to the best compared isomer or geometry (same formula, charge and spin) is 473.0 kJ/mol. For the HOMO energy, the calculation gives -10.083 eV. The LUMO energy is 0.335 eV. As for the SMILES: CC(C)[C@](C)(O)C1(C#N)N=N1. The value obtained for the frontier orbital gap is 10.42 eV.



DFT (wB97M-V/def2-TZVPD) results for C7H11N3S as an isolated structure.

Structure (ORCA input):
```
! RIJCOSX wB97M-V def2-TZVPD def2/J DEFGRID3
* xyz 2 1
C 2.32 0.89 -0.33
C 1.47 -0.11 -0.04
C -1.98 -0.23 -0.44
C 0.41 1.97 -0.18
C 1.84 -1.49 0.19
C -2.89 -1.19 -1.33
C -0.26 0.70 1.58
N -0.72 -0.22 -0.53
N 1.68 2.18 -0.16
N 0.17 0.50 0.14
S -3.35 0.59 0.10
H 3.41 0.83 -0.50
H 1.15 -2.09 0.75
H 2.81 -1.53 0.79
H 2.05 -2.02 -0.83
H -2.68 -0.88 -2.39
H -3.90 -1.02 -1.07
H -2.58 -2.29 -0.99
H 0.52 1.32 1.98
H -1.16 1.26 1.50
H -0.35 -0.25 2.19
H 2.04 3.09 -0.43
*
```

The value obtained for the energy relative to the best compared isomer or geometry (same formula, charge and spin) is 873.2 kJ/mol. For the HOMO energy (alpha / beta), the calculation gives -17.119 / -17.144 eV. The LUMO energy (alpha / beta) is -12.689 / -12.718 eV. The value obtained for the frontier orbital gap (alpha / beta) is 4.43 / 4.43 eV.



DFT (wB97M-V/def2-TZVPD) results for a 2-piece molecular cluster, C7H11N4O overall.

Structure (ORCA input):
```
! RIJCOSX wB97M-V def2-TZVPD def2/J DEFGRID3
* xyz 1 1
C -3.58 -1.00 0.66
C -2.29 -0.62 0.79
C -3.25 0.40 -0.99
C 0.46 -1.29 -0.07
C 1.48 0.82 -0.50
C 2.58 -0.21 -0.16
C -0.90 0.67 -0.69
N -4.13 -0.35 -0.43
N -2.05 0.26 -0.22
N 0.24 -0.07 -0.54
N 1.78 -1.43 0.18
O -0.10 1.56 1.37
H -4.17 -1.52 1.44
H -1.58 -0.81 1.56
H -3.31 1.13 -1.86
H -0.13 -2.27 0.00
H 1.23 1.57 0.35
H 1.70 1.27 -1.44
H 3.34 -0.25 -0.89
H 3.12 0.03 0.77
H -0.88 1.45 -1.32
H 2.21 -2.28 0.48
H -1.01 1.73 1.74
*
```

The value obtained for the energy relative to the best compared isomer or geometry (same formula, charge and spin) is 484.1 kJ/mol. For the HOMO energy (alpha / beta), the calculation gives -12.675 / -12.560 eV. The LUMO energy (alpha / beta) is -5.371 / -5.376 eV. The value obtained for the frontier orbital gap (alpha / beta) is 7.30 / 7.18 eV.



DFT (wB97M-V/def2-TZVPD) results for an isolated ion of composition C7H11N4O and charge +1.

Structure (ORCA input):
```
! RIJCOSX wB97M-V def2-TZVPD def2/J DEFGRID3
* xyz 1 1
C -1.39 -0.11 1.96
N -1.56 0.25 0.53
C -2.80 -0.18 -0.04
C -0.59 0.67 -0.25
C 0.75 1.12 0.02
N 1.10 1.58 1.22
N 1.62 1.00 -0.97
C 1.72 -0.18 -1.88
O 1.71 0.06 -3.03
C 2.03 -1.26 -1.11
C 2.64 -2.42 -1.73
N 2.93 -3.48 -2.12
H -1.95 0.46 2.68
H -1.92 -1.17 2.08
H -0.43 -0.05 2.25
H -2.81 -1.19 -0.27
H -3.62 -0.07 0.72
H -2.93 0.26 -1.04
H -0.93 0.54 -1.31
H 0.36 1.86 1.94
H 1.92 2.07 1.14
H 2.37 1.57 -0.78
H 1.76 -1.30 -0.01
*
```

The value obtained for the energy relative to the best compared isomer or geometry (same formula, charge and spin) is 449.9 kJ/mol. For the HOMO energy (alpha / beta), the calculation gives -11.874 / -13.530 eV. The LUMO energy (alpha / beta) is -6.245 / -5.306 eV. As for the SMILES: C[N+](C)=CC(=[NH2+])N/C([O-])=C/C#N. The value obtained for the frontier orbital gap (alpha / beta) is 5.63 / 8.22 eV.



DFT (wB97M-V/def2-TZVPD) results for an isolated ion of composition C7H11N4O and charge +1.

Structure (ORCA input):
```
! RIJCOSX wB97M-V def2-TZVPD def2/J DEFGRID3
* xyz 1 1
O -0.11 1.79 0.57
C -0.95 1.11 -0.23
N -2.31 1.26 0.21
C -3.01 0.04 -0.27
C -1.99 -1.08 0.20
N -0.76 -0.44 0.04
C 0.39 -0.96 0.21
N 1.65 -0.50 0.00
C 2.16 0.65 -0.68
C 3.50 0.61 -0.69
N 3.89 -0.47 0.05
C 2.83 -1.14 0.34
H -0.19 1.61 1.51
H -0.67 1.17 -1.24
H -2.20 1.15 1.21
H -3.33 0.22 -1.25
H -3.83 -0.19 0.29
H -2.29 -1.09 1.22
H -1.91 -2.09 -0.13
H 0.31 -2.10 0.44
H 1.72 1.42 -1.24
H 4.14 1.13 -1.39
H 2.95 -2.10 0.83
*
```

The value obtained for the energy relative to the best compared isomer or geometry (same formula, charge and spin) is 300.4 kJ/mol. For the HOMO energy, the calculation gives -13.240 eV. The LUMO energy is -4.393 eV. As for the SMILES: O[C@@H]1NCC/[N+]1=C/n1ccnc1. The value obtained for the frontier orbital gap is 8.85 eV.



DFT (wB97M-V/def2-TZVPD) results for a 2-piece molecular cluster, C7H11N7O2 overall.

Structure (ORCA input):
```
! RIJCOSX wB97M-V def2-TZVPD def2/J DEFGRID3
* xyz 0 1
O -0.27 -1.79 2.14
N -1.25 -1.04 2.42
O -2.28 -1.46 2.97
C -1.10 0.33 2.04
C -2.16 1.28 2.03
C -1.97 2.55 1.51
C -0.67 2.90 1.05
N -0.11 4.04 0.57
N 1.21 3.73 0.32
N 1.48 2.49 0.63
N 0.33 1.94 1.10
C 0.16 0.65 1.55
H -3.12 0.97 2.43
H -2.73 3.31 1.42
H 1.03 0.00 1.54
C -0.65 -1.20 -2.18
N 0.44 -1.62 -1.31
N 1.68 -1.24 -1.94
C 2.40 -2.45 -2.31
H -1.59 -1.50 -1.72
H -0.62 -0.11 -2.30
H -0.53 -1.69 -3.15
H 0.38 -1.13 -0.41
H 2.21 -0.74 -1.22
H 3.30 -2.16 -2.84
H 2.68 -3.00 -1.40
H 1.76 -3.07 -2.94
*
```

The value obtained for the energy relative to the best compared isomer or geometry (same formula, charge and spin) is 42.0 kJ/mol. For the HOMO energy, the calculation gives -8.460 eV. The LUMO energy is -1.825 eV. As for the SMILES: O=[N+]([O-])c1ccc2nnnn2c1.CNNC. The value obtained for the frontier orbital gap is 6.63 eV.



DFT (wB97M-V/def2-TZVPD) results for one molecule with the formula C7H11NO2.

Structure (ORCA input):
```
! RIJCOSX wB97M-V def2-TZVPD def2/J DEFGRID3
* xyz 0 1
H 0.52 0.33 -3.08
N -0.01 0.00 -2.27
C 0.23 0.61 -1.20
C 1.16 1.78 -1.02
C -0.48 0.14 0.07
C -1.79 -0.56 -0.28
O -0.69 1.21 0.97
C 0.48 -0.83 0.77
C 0.05 -1.40 2.10
C 1.63 -1.11 0.25
O 2.66 -1.37 -0.22
H 1.67 1.72 -0.06
H 1.89 1.82 -1.83
H 0.58 2.70 -1.04
H -1.59 -1.43 -0.90
H -2.43 0.12 -0.83
H -2.30 -0.87 0.64
H -1.43 1.74 0.64
H -0.36 -0.59 2.71
H -0.71 -2.17 1.97
H 0.91 -1.83 2.62
*
```

The value obtained for the energy relative to the best compared isomer or geometry (same formula, charge and spin) is 191.6 kJ/mol. For the HOMO energy, the calculation gives -8.711 eV. The LUMO energy is 0.693 eV. As for the SMILES: [H]/N=C(\C)[C@](C)(O)C(C)=C=O. The value obtained for the frontier orbital gap is 9.40 eV.



Number 1: E -533.2180 a.u.. Number 2: E -437.4657 a.u.. Number 3: E -437.5138 a.u.. Number 4: E -512.7292 a.u.. Number 5: E -512.6776 a.u.. Number 6: E -834.8155 a.u.. Number 7: E -567.1958 a.u.. Number 8: E -567.2088 a.u.. Number 9: E -567.2657 a.u.. Number 10: E -806.8985 a.u.. Number 11: E -478.5238 a.u..